ORCA calculation (ωB97M-V/def2-TZVPD) on a molecular structure, C36H31BrF4IrO4PS2.

Output
Energy relative to the best compared isomer or geometry (same formula, charge and spin) ... 4.3 kJ/mol
HOMO level ... -14.51 eV

Structure (ORCA input):
```
! wB97M-V def2-TZVPD RIJCOSX def2/J DEFGRID3
* xyz 2 1
Ir 0.004 0.084 0.146
Br 2.236 -1.006 0.267
S 0.606 0.202 -3.355
S -2.203 -2.458 -0.068
P -0.011 0.043 2.400
F 3.784 0.268 5.888
F 1.230 0.573 5.142
F 5.634 -0.591 4.111
F 4.908 -1.153 1.562
O -1.501 1.479 0.008
O -0.062 0.268 -1.983
O -0.800 -1.806 -0.206
O 0.555 2.049 0.213
C 1.979 -2.132 -2.621
C -2.943 -2.461 -1.734
C -1.494 -3.642 4.665
C -3.329 -1.404 0.808
C -0.654 2.431 0.054
C -1.991 3.879 3.872
C -0.606 3.830 3.783
C -2.469 -1.383 -2.707
C -5.280 -0.061 2.224
C 1.986 -0.909 -3.289
C 0.022 2.666 3.366
C -4.691 -1.191 2.771
C -3.909 -0.261 0.257
C 3.113 -0.473 -3.974
C 3.438 0.024 4.641
C -0.598 -0.747 -4.322
C 2.701 -0.502 2.046
C -2.755 2.770 3.530
C 4.243 -1.279 -4.011
C 2.123 0.196 4.233
C 4.388 -0.418 3.733
C -0.700 -1.381 3.264
C -4.884 0.409 0.975
C -1.046 3.852 -0.029
C -1.821 -2.380 5.140
C 1.730 -0.035 2.922
C -0.751 -3.779 3.497
C 4.011 -0.696 2.425
C -0.742 1.546 3.050
C -3.712 -1.872 2.061
C -0.351 -2.652 2.798
C -2.134 1.604 3.115
C -1.290 -1.865 -3.551
C -1.418 -1.246 4.448
C 4.241 -2.501 -3.357
C 3.114 -2.924 -2.658
H -2.381 -2.274 6.059
H 3.122 -3.877 -2.147
H -1.804 -4.522 5.213
H -1.642 -2.602 -4.276
H 5.123 -0.948 -4.545
H -3.617 0.105 -0.714
H 1.103 2.637 3.294
H -4.014 -2.416 -1.536
H -2.476 4.786 4.209
H -2.193 -0.472 -2.182
H -2.727 -3.457 -2.123
H 5.121 -3.129 -3.386
H -5.005 -1.559 3.738
H -0.178 4.473 -0.228
H -5.347 1.291 0.554
H -1.315 0.000 -4.671
H 3.109 0.487 -4.475
H 0.227 -2.763 1.889
H -6.060 0.456 2.768
H -1.665 -0.266 4.835
H 1.115 -2.460 -2.060
H -0.012 4.694 4.047
H -3.835 2.812 3.596
H -3.262 -2.770 2.467
H -0.581 -2.384 -2.911
H -1.808 3.987 -0.794
H -0.048 -1.108 -5.191
H -3.308 -1.134 -3.361
H -0.483 -4.763 3.135
H -2.731 0.740 2.846
H -1.478 4.132 0.935
*
```